{"formula": "C43H36BrO2P2Pr", "method": "ωB97M-V with the def2-TZVPD basis set", "species": ["C", "C", "C", "C", "C", "C", "P", "C", "C", "C", "C", "C", "C", "Pr", "P", "C", "C", "C", "C", "C", "C", "C", "C", "C", "C", "C", "C", "C", "C", "C", "C", "C", "C", "C", "C", "C", "C", "C", "C", "H", "H", "H", "H", "H", "H", "H", "H", "H", "H", "H", "H", "H", "H", "H", "H", "H", "H", "H", "H", "H", "H", "H", "H", "H", "H", "H", "H", "H", "H", "H", "H", "Br", "C", "C", "C", "C", "C", "C", "C", "O", "O", "H", "H", "H", "H"], "xyz": [[0.64721, -1.27825, -3.99762], [-0.38222, -1.59501, -3.08918], [-1.70177, -1.68055, -3.58340], [-1.94468, -1.54124, -4.95328], [-0.90728, -1.32276, -5.86599], [0.40102, -1.17076, -5.37119], [-0.07116, -1.79628, -1.28345], [-1.35002, -3.00387, -0.79438], [-2.50490, -2.55297, -0.13017], [-3.50016, -3.46712, 0.23720], [-3.35094, -4.82650, -0.06937], [-2.20188, -5.27809, -0.73195], [-1.19169, -4.36736, -1.05502], [-0.52083, 0.45036, 0.55980], [0.05582, 1.80691, -1.87518], [-1.37996, 2.07522, -2.96375], [-1.18374, 2.53881, -4.27268], [-2.17202, 2.36757, -5.25040], [-3.46734, 1.98029, -4.86723], [-3.71809, 1.69999, -3.51598], [-2.69180, 1.71603, -2.57270], [-0.13295, 3.09711, -0.55059], [0.70190, 2.99656, 0.59238], [0.47729, 3.86200, 1.67566], [-0.52406, 4.82907, 1.61063], [-1.35595, 4.91578, 0.49042], [-1.18702, 4.03164, -0.56859], [1.65291, 2.15929, -2.63707], [2.74565, 1.27840, -2.45357], [3.99143, 1.59995, -2.99299], [4.16837, 2.80015, -3.69941], [3.10049, 3.69286, -3.85101], [1.84759, 3.38333, -3.30506], [1.52229, -2.70050, -1.25230], [1.92894, -3.51138, -2.32418], [3.17738, -4.14929, -2.30048], [4.00154, -4.03229, -1.17769], [3.58806, -3.25714, -0.09019], [2.36705, -2.58607, -0.12859], [1.55658, 2.30823, 0.62748], [1.09755, 3.77706, 2.57515], [-0.67761, 5.51324, 2.44726], [-2.12638, 5.68724, 0.44131], [-1.86661, 4.05870, -1.42391], [-0.22311, 2.97146, -4.54227], [-1.92817, 2.53204, -6.30205], [-4.26659, 1.92815, -5.61525], [-4.73856, 1.45670, -3.20686], [-2.91881, 1.44696, -1.53440], [2.60992, 0.36640, -1.86300], [4.82842, 0.91305, -2.86094], [5.13459, 3.03132, -4.14835], [3.22852, 4.63366, -4.39720], [1.02079, 4.09946, -3.38736], [1.28719, -3.63940, -3.19721], [3.48511, -4.73485, -3.16601], [4.96184, -4.55009, -1.16260], [4.22419, -3.18231, 0.79164], [2.07636, -1.95953, 0.71774], [-2.64733, -1.48581, 0.09293], [-4.39487, -3.10356, 0.75524], [-4.13893, -5.53082, 0.21552], [-2.09517, -6.33013, -1.00109], [-0.28511, -4.71554, -1.52927], [-2.54050, -1.84103, -2.89886], [-2.97877, -1.59910, -5.30841], [-1.12996, -1.25153, -6.93930], [1.25704, -0.93597, -6.00844], [1.66824, -1.08875, -3.65295], [0.18152, 1.35406, -5.53574], [0.92844, 1.50557, -5.46034], [-1.31000, 1.62388, 3.17252], [-0.44387, 0.42316, 4.60183], [-0.54947, 0.69441, 5.96660], [0.05024, -0.18631, 6.90098], [0.59481, -1.40020, 6.46132], [0.70287, -1.66820, 5.08769], [0.23990, -0.70328, 4.18507], [0.35199, -0.86499, 2.71310], [-0.62927, -1.40994, 2.07523], [1.29900, -0.26173, 2.07224], [-1.05243, 1.60036, 6.29190], [0.13235, 0.11739, 7.95923], [0.91893, -2.14130, 7.19154], [1.08042, -2.60945, 4.68745]], "forces_ev_per_angstrom": [[-0.137, 0.105, -0.023], [-0.424, 0.434, -0.466], [0.495, 0.107, 0.002], [-0.161, 0.059, -0.038], [0.325, 0.013, 0.341], [-0.351, -0.159, 0.299], [0.157, -0.856, -0.784], [-0.197, 0.054, 0.432], [0.109, -0.681, -0.272], [0.061, 0.231, -0.047], [0.075, 0.177, -0.048], [-0.104, 0.391, 0.176], [-0.492, -0.050, 0.004], [0.627, -1.239, 0.730], [-0.197, 0.804, 0.222], [-0.352, 0.383, -0.487], [-0.113, -0.313, 0.085], [-0.574, 0.148, 0.431], [0.728, 0.107, 0.061], [-0.278, 0.104, 0.018], [0.510, -0.230, -0.399], [-0.129, -0.203, -0.022], [-0.538, 0.689, -0.061], [0.377, -0.039, -0.059], [-0.086, 0.013, 0.009], [0.166, 0.080, 0.188], [0.130, -0.303, -0.048], [0.589, 0.297, -0.134], [-0.501, 0.383, -0.058], [-0.075, 0.228, -0.046], [-0.367, -0.235, 0.026], [-0.274, -0.115, 0.121], [0.315, -0.077, -0.022], [0.415, -0.043, 0.272], [0.300, -0.060, 0.020], [-0.390, 0.210, 0.245], [-0.202, 0.068, -0.160], [0.006, -0.157, -0.129], [-0.145, 0.064, -0.250], [-0.078, 0.100, -0.087], [-0.206, 0.080, -0.430], [0.099, -0.226, -0.249], [0.183, -0.285, 0.041], [0.295, 0.077, 0.244], [-0.487, -0.320, 0.001], [-0.161, 0.232, 0.357], [0.343, -0.091, 0.397], [0.397, 0.047, -0.049], [0.034, -0.032, -0.254], [0.087, 0.165, -0.312], [-0.233, 0.223, -0.032], [-0.246, -0.053, 0.195], [0.014, -0.407, 0.271], [0.437, -0.250, 0.025], [0.216, 0.067, 0.258], [-0.044, 0.074, 0.284], [-0.270, 0.200, 0.062], [-0.170, 0.039, -0.231], [0.086, -0.218, -0.279], [-0.052, -0.262, -0.040], [0.369, -0.257, -0.214], [0.330, 0.280, -0.149], [0.002, 0.318, 0.182], [0.001, -0.059, -0.051], [0.301, -0.097, -0.284], [0.417, -0.045, 0.088], [0.195, -0.017, 0.555], [-0.479, -0.160, 0.008], [-0.353, -0.277, -0.027], [1.308, 0.019, -0.177], [-0.667, -0.227, -0.339], [0.334, -0.643, 2.093], [-0.054, -0.062, 0.740], [0.125, 0.342, -0.174], [-0.026, 0.297, -0.635], [-0.065, 0.124, -0.292], [-0.487, 0.649, 0.356], [-0.016, -0.533, -0.627], [-0.041, -0.152, -1.169], [1.275, 1.181, 0.212], [-1.879, -0.301, 0.139], [0.118, -0.150, 0.108], [-0.429, -0.338, -0.700], [0.085, 0.260, -0.222], [0.096, 0.302, 0.277]], "mulliken_spin": [0.000, -0.004, -0.001, 0.000, -0.001, 0.001, 0.015, -0.009, 0.001, 0.003, 0.000, 0.000, 0.000, 2.012, 0.006, -0.011, 0.000, 0.000, 0.000, 0.004, 0.007, 0.002, 0.003, 0.000, -0.001, -0.001, 0.005, -0.002, -0.001, 0.000, 0.000, 0.000, 0.000, -0.004, 0.000, 0.000, 0.000, 0.000, 0.001, -0.004, 0.000, 0.000, 0.000, 0.000, 0.000, 0.000, 0.000, 0.000, -0.003, 0.000, 0.000, 0.000, 0.000, 0.000, 0.000, 0.000, 0.000, 0.000, 0.001, -0.002, 0.000, 0.000, 0.000, 0.000, 0.000, 0.000, 0.000, 0.000, 0.000, 0.000, 0.000, 0.001, -0.001, -0.001, 0.000, 0.000, 0.000, 0.002, -0.002, -0.008, -0.006, 0.000, 0.000, 0.000, 0.000], "lumo_ha": [-0.2395, -0.2198], "spin_multiplicity": 3, "s2": 2.00, "total_charge": 2}


{"formula": "C3H10S2", "method": "ωB97M-V with the def2-TZVPD basis set", "species": ["C", "S", "H", "H", "H", "H", "C", "S", "C", "H", "H", "H", "H", "H", "H"], "xyz": [[-2.26500, 1.69215, -0.19992], [-0.85029, 1.96773, 0.89163], [-2.41003, 0.54863, -0.28173], [-3.06319, 2.20025, 0.22328], [-2.04664, 2.22568, -1.24295], [-0.13025, 0.79737, 0.76049], [-0.07654, -1.43001, -1.30817], [1.47711, -0.95366, -0.56044], [1.42885, -2.05569, 0.92310], [-1.02067, -1.37038, -0.71807], [0.00830, -2.32189, -1.97815], [-0.32596, -0.62311, -2.06325], [2.48202, -2.02306, 1.34198], [0.69683, -1.75039, 1.66253], [1.25672, -3.14698, 0.50675]], "forces_ev_per_angstrom": [[2.218, -1.339, -2.960], [0.811, -0.110, 0.654], [-0.189, 1.795, -0.194], [-1.736, 0.646, 0.885], [-0.485, -1.504, 1.939], [-0.672, 0.599, -0.338], [-1.159, 0.903, -2.260], [-0.227, -0.354, 1.005], [1.513, -1.762, -1.502], [0.791, -0.526, 0.308], [-0.135, 0.207, 0.948], [0.569, -0.535, 0.676], [-1.304, -0.058, -0.281], [-0.130, -0.077, -0.045], [0.135, 2.114, 1.165]], "mulliken_spin": [0.951, 0.098, -0.387, -0.141, -0.078, -0.051, 1.121, 0.137, 0.214, -0.212, -0.425, -0.113, 0.003, -0.075, -0.043], "lumo_ha": [0.1209, 0.1220], "de_lowest_kcal_mol": 54.1, "spin_multiplicity": 2, "s2": 0.75, "total_charge": -1}